# 1
17
Properties=species:S:1:pos:R:3 method="wB97M-V/def2-TZVPD" energy_ha=-346.9281 e_homo_ev=-9.5 smiles=CO[C@H]1C[C@H]1CO de_lowest_kj_mol=255.62 gap_ev=10.6 max_force_ev_per_a=0.406
C -0.44110 1.49614 -1.69955
O -0.89250 0.58620 -0.71671
C -0.20455 0.72791 0.49906
C -0.70205 -0.03814 1.67193
C 0.62016 -0.41166 1.03024
C 0.72144 -1.71940 0.25167
O 0.90189 -1.54599 -1.13697
H 0.63207 1.38298 -1.89681
H -0.64539 2.53145 -1.39690
H -0.99941 1.28231 -2.61216
H 0.16605 1.73818 0.67001
H -0.72309 0.43743 2.64928
H -1.52850 -0.71791 1.47537
H 1.51890 -0.11686 1.56642
H 1.59207 -2.28192 0.60389
H -0.16281 -2.34264 0.45865
H 0.14682 -1.00807 -1.41743

# 2
75
Properties=species:S:1:pos:R:3 method="wB97M-V/def2-TZVPD" energy_ha=-2499.9202 e_homo_ev=-10.8 total_charge=+1 de_lowest_kj_mol=0.00 gap_ev=7.5 max_force_ev_per_a=0.130
Sr -0.02021 -0.42590 0.15484
N 2.84854 -0.22159 2.86869
C 1.63348 -0.66294 3.38255
C 1.48955 -0.61474 4.77770
C 0.31309 -1.03577 5.33972
C -0.70648 -1.51011 4.51374
C -0.46560 -1.52789 3.16479
N 0.67877 -1.12084 2.58769
C 3.33739 -0.01876 1.59092
C 4.70044 0.31348 1.48695
C 5.23832 0.56065 0.25038
C 4.42461 0.47355 -0.87981
C 3.10924 0.13975 -0.68346
N 2.55641 -0.10777 0.51872
H 3.51279 0.01600 3.58606
H 2.28803 -0.22033 5.39218
H 0.17398 -0.98465 6.41094
H -1.65644 -1.83302 4.91225
H -1.23382 -1.88477 2.48186
H 5.31119 0.37200 2.37829
H 6.28430 0.82116 0.15826
H 4.80334 0.66852 -1.87200
H 2.43968 0.07233 -1.53800
O 4.35263 -2.63389 -5.77268
C 3.31031 -1.86893 -6.15849
O 3.26792 -1.41595 -7.26371
C 2.23017 -1.61786 -5.14395
C 2.02798 -2.41365 -4.02083
C 1.00937 -2.12107 -3.12908
C 0.17139 -1.03606 -3.37045
C 0.36949 -0.23305 -4.49050
C 1.39020 -0.53278 -5.37456
N -0.81416 -0.74186 -2.39775
C -1.99093 -0.42879 -2.74777
C -3.01237 -0.04140 -1.75231
C -4.23997 0.42765 -2.18635
C -5.16729 0.85070 -1.24092
C -4.82560 0.78787 0.09526
C -3.57280 0.29191 0.44427
N -2.68229 -0.12548 -0.45184
H 4.30962 -2.83320 -4.83187
H 2.63918 -3.28930 -3.83525
H 0.84016 -2.73919 -2.25517
H -0.25206 0.63924 -4.64744
H 1.55988 0.07250 -6.25457
H -2.29771 -0.42079 -3.79692
H -4.45943 0.47550 -3.24473
H -6.13140 1.23090 -1.55036
H -5.50032 1.12281 0.87018
H -3.27126 0.26502 1.48518
O -0.38906 2.02183 4.07420
S -1.33597 2.19747 3.00739
O -2.69536 1.78344 3.25219
N -0.79198 1.51154 1.63876
C -0.53056 2.40596 0.67615
O -0.10453 2.07091 -0.44659
C -0.81028 3.81492 1.09052
C -0.65437 4.97599 0.35750
C -0.98490 6.17984 0.96865
C -1.45746 6.21162 2.27789
C -1.61320 5.04193 3.01470
C -1.28142 3.85860 2.39034
H -0.28272 4.93502 -0.65760
H -0.87309 7.10760 0.42367
H -1.70597 7.16255 2.72995
H -1.97741 5.06115 4.03282
C -0.72672 -5.20652 0.52257
C -1.23534 -3.82436 0.24046
N -2.56282 -3.63416 0.23473
O -0.46039 -2.88775 0.02836
H -1.51985 -5.91978 0.73349
H -0.04540 -5.15477 1.37084
H -0.15372 -5.54824 -0.33880
H -3.20623 -4.38854 0.39482
H -2.92251 -2.71542 0.02236

# 3
6
Properties=species:S:1:pos:R:3 method="wB97M-V/def2-TZVPD" energy_ha=-152.8669 e_homo_ev=-11.6 smiles=O.O de_lowest_kj_mol=21.03 gap_ev=12.3 max_force_ev_per_a=2.438
H 2.20486 -0.55148 0.04191
H 0.96560 -0.03817 0.62313
H -1.09190 -0.41516 -0.46984
H -1.69729 0.91071 -0.06432
O 1.53170 0.13418 -0.11601
O -1.91296 -0.04007 -0.01487

# 4
28
Properties=species:S:1:pos:R:3 method="wB97M-V/def2-TZVPD" energy_ha=-980.1642 e_homo_ev=-11.1 smiles="C[N+](=O)[O-].C[N+](=O)[O-].C[N+](=O)[O-].C[N+](=O)[O-]" de_lowest_kj_mol=32.46 gap_ev=10.8 max_force_ev_per_a=3.098
C 0.76821 2.14711 1.75618
N -0.64882 2.69548 1.59066
O -0.84820 3.58585 0.79475
O -1.49813 2.23157 2.32286
H 1.28127 2.82952 2.44802
H 1.20421 2.05570 0.75878
H 0.66903 1.10951 2.07429
C -0.98747 1.75407 -2.14537
N 0.30619 1.06576 -2.24006
O 0.41697 0.29698 -3.18249
O 1.16677 1.35305 -1.48418
H -1.66036 1.09581 -1.52260
H -1.33575 1.92437 -3.11265
H -0.75360 2.69502 -1.69491
C -1.82875 -2.09144 1.64111
N -1.64411 -1.18782 0.52187
O -0.54528 -0.58981 0.43069
O -2.57703 -0.98482 -0.21690
H -1.03550 -1.92799 2.38804
H -1.72043 -3.12296 1.24508
H -2.82934 -1.97309 1.99793
C 2.31743 -1.57119 -0.83419
N 1.60317 -2.81479 -0.35749
O 1.37018 -2.87403 0.82100
O 1.33512 -3.67123 -1.16896
H 1.72998 -1.00171 -1.53057
H 3.23306 -1.98347 -1.37814
H 2.51119 -1.04543 0.07723

# 5
8
Properties=species:S:1:pos:R:3 method="wB97M-V/def2-TZVPD" energy_ha=-734.4167 e_homo_ev="-10.1 / -9.8" de_lowest_kj_mol=327.32 gap_ev="8.9 / 8.6" max_force_ev_per_a=2.051
N -0.18267 0.78315 0.01688
N -0.67221 -1.49712 0.24712
O 2.31264 -1.08814 -0.00154
O 3.99257 0.57948 0.62067
O -0.94756 -0.29754 -0.04052
S 3.16595 0.00809 -0.38595
H -0.88738 1.49708 -0.33886
H 0.34802 -1.57404 0.53322

# 6
27
Properties=species:S:1:pos:R:3 method="wB97M-V/def2-TZVPD" energy_ha=-722.6658 e_homo_ev=-9.4 smiles="N[C@@H](CO)C(=O)O.C[C@H](N)C(=O)O" de_lowest_kj_mol=274.29 gap_ev=10.0 max_force_ev_per_a=9.385
C -2.73186 0.19228 -1.41283
C -3.53609 0.53926 -0.19936
C -3.06344 -1.30244 -1.66479
C 3.03492 0.75051 0.96220
C 2.06484 -0.24179 0.25359
C 4.45334 0.01341 1.24957
H -0.92970 0.57339 -2.06333
H -0.92504 0.08744 -0.68309
H -3.23110 0.69485 -2.15755
H -2.65903 -1.87909 -0.91392
H -4.01463 -1.28766 -1.54700
H -3.02885 -1.29014 -3.58899
H -3.38238 0.76540 1.60170
H 2.78269 1.40867 2.79639
H 1.49185 1.31374 2.09293
H 3.17305 1.62675 0.36149
H 5.12797 0.68216 1.86511
H 5.00531 -0.30938 0.33354
H 4.29532 -0.90965 1.78281
H 1.74778 -0.84492 1.97055
N -1.36186 0.65880 -1.27001
N 2.32883 0.88598 2.25679
O -4.75064 0.51129 -0.24862
O -2.55385 -1.84269 -2.91427
O -2.77770 0.63745 0.93139
O 2.01217 -0.35635 -0.94148
O 1.42811 -1.07729 1.14718

# 7
50
Properties=species:S:1:pos:R:3 method="wB97M-V/def2-TZVPD" energy_ha=-7993.7762 e_homo_ev=-9.2 total_charge=+1 gap_ev=1.8 max_force_ev_per_a=4.450
O -0.42634 -0.20490 3.12466
C -0.53107 -0.25407 1.86942
Br 1.04182 -0.93139 0.86905
C -1.90928 0.18539 1.17910
O -2.92305 0.02800 2.22732
C -4.17691 -0.05793 1.54007
O -4.67701 0.97729 1.08932
O -4.72775 -1.34924 1.42301
H -1.93261 1.27437 0.84685
H -2.09212 -0.51106 0.28568
H -3.97784 -1.99538 1.46642
Be 1.79729 -0.17322 3.91635
C 5.26786 2.57433 1.64033
C 4.46802 1.27596 1.40169
C 5.18686 0.18401 0.60225
F 5.57974 0.59343 -0.61571
F 4.36280 -0.87395 0.40197
F 3.27023 1.59889 0.84142
F 4.16913 0.75675 2.62784
O 5.04417 3.65037 0.71580
C 5.74787 3.58465 -0.50659
C 4.83164 3.31684 -1.70883
F 4.06871 2.23352 -1.52946
F 5.55208 3.10196 -2.82943
F 6.74297 2.69342 -0.39708
F 6.34382 4.78692 -0.66333
H 4.92021 2.96932 2.59944
H 6.33268 2.38501 1.79325
H 6.06698 -0.17586 1.14284
H 4.15671 4.17275 -1.89441
C -7.17359 -3.63595 0.05304
C -6.00606 -4.35997 0.75401
O -6.31988 -5.38360 1.37787
O -4.89216 -3.81699 0.59991
H -8.11821 -4.15295 0.22257
H -7.25817 -2.61759 0.44222
H -6.98729 -3.59351 -1.02148
Cl -9.21001 -2.14663 -0.91055
F -9.72705 -3.31994 1.47771
Na -1.16586 -0.70146 5.20786
C 0.06933 -0.76016 -3.28204
C -1.36336 -1.39241 -3.18189
O -2.05008 -0.67319 -2.33587
H 0.58067 -0.76529 -2.31833
H 0.68326 -1.33845 -3.98210
H 0.02499 0.28441 -3.65823
H -1.17824 -2.45497 -2.93534
H -1.72353 -1.46055 -4.22120
Al 3.00912 4.86896 -2.97482
Br 1.22852 1.60407 -2.77256